{
  "formula": "C3H8CsNO",
  "method": "the ωB97M-V functional and the def2-TZVPD basis",
  "lumo_ev": -7.3,
  "charge": 2,
  "e_tot_ha": -268.66626,
  "orbital_gap_ev": 12.33,
  "homo_ev": -19.7,
  "elements": ["Cs", "C", "C", "O", "N", "H", "H", "C", "H", "H", "H", "H", "H", "H"],
  "coordinates": [[0.42929, -3.12486, -2.65579], [0.13105, 0.07298, 1.98039], [-0.27727, -0.56740, 0.71810], [-0.33820, -1.71882, 0.44612], [-0.66666, 0.43559, -0.38750], [-1.47798, 0.06925, -0.89048], [-0.95087, 1.30685, 0.06869], [0.44344, 0.66892, -1.40304], [0.64518, -0.65253, 2.60429], [-0.75160, 0.43159, 2.52268], [0.77753, 0.93820, 1.80836], [1.33645, 0.99149, -0.87470], [0.08502, 1.44863, -2.06501], [0.61462, -0.29990, -1.87212]],
  "atomic_forces_ev_per_a": [[0.040, -0.556, -0.145], [0.162, 0.258, 0.270], [0.100, -0.397, 0.295], [0.002, 0.272, -0.574], [0.042, 0.085, -0.003], [-0.135, 0.006, 0.168], [0.040, 0.144, -0.206], [-0.364, -0.092, 0.788], [-0.026, -0.046, 0.005], [-0.040, -0.027, -0.070], [-0.029, -0.028, -0.026], [0.018, 0.042, -0.017], [0.170, -0.124, -0.333], [0.021, 0.464, -0.152]],
  "mulliken_charge": [1.048, -1.081, 0.546, -0.419, -0.179, 0.388, 0.401, -0.541, 0.347, 0.387, 0.400, 0.343, 0.379, -0.020]
}